(1)
Molecular formula: C20H29N6O3
Method: DFT, ωB97M-V with the def2-TZVPD basis set

Max |F| = 1.7 eV Å⁻¹
Spin multiplicity = 1
Total charge = +1
HOMO = -9.7 eV
E = -1333.60207 Ha
Frontier orbital gap = 7.3 eV
E_LUMO = -0.08741 Eh

Bonds (Å) are listed after each position.
Element x y z (Å)
1 O -2.4244 -3.3236 1.5425  C4 1.224
2 O -0.2217 0.0483 -0.1351  C5 1.223
3 O 3.8239 0.9905 1.6790  C14 1.376, C23 1.433
4 C -3.4236 -2.7233 1.1701  O1 1.224, N21 1.335, C24 1.509
5 C -1.1573 -0.7392 -0.1174  O2 1.223, N19 1.337, C29 1.541
6 C 0.7330 -0.5877 2.6146  C9 1.368, N17 1.382, H30 1.085
7 C 1.2313 1.6820 -3.6799  C8 1.374, N18 1.389, H31 1.087
8 C 1.0256 2.1551 -2.4061  C7 1.374, C15 1.464, C26 1.508
9 C -0.5754 -0.9616 2.7503  C6 1.368, N22 1.381, C28 1.517
10 C 0.6938 -2.6621 3.3838  N17 1.350, N22 1.349, H32 1.087
11 C 4.2872 0.2482 -0.5136  C13 1.399, C14 1.402, H33 1.085
12 C 2.3929 1.7265 -0.1961  C14 1.413, C15 1.402, H34 1.082
13 C 3.9960 0.1462 -1.8783  C11 1.399, C16 1.393, H35 1.085
14 C 3.4922 1.0223 0.3439  O3 1.376, C11 1.402, C12 1.413
15 C 2.0885 1.6106 -1.5593  C8 1.464, C12 1.402, C16 1.391
16 C 2.8862 0.8208 -2.3812  C13 1.393, C15 1.391, N18 1.385
17 N 1.5139 -1.6502 3.0272  C6 1.382, C10 1.350, H36 1.017
18 N 2.3588 0.8714 -3.6610  C7 1.389, C16 1.385, H37 1.019
19 N -1.2055 -1.8054 -0.9231  C5 1.337, C25 1.465, H38 1.007
20 N -2.5369 3.3577 -2.2577  C27 1.468, H39 1.021, H40 1.020
21 N -3.4388 -1.4169 0.8947  C4 1.335, C29 1.481, H41 1.010
22 N -0.5835 -2.2616 3.2166  C9 1.381, C10 1.349, H42 1.021
23 C 3.4294 2.1055 2.4872  O3 1.433, H43 1.094, H44 1.093, H45 1.095
24 C -4.7263 -3.4656 0.9989  C4 1.509, H46 1.089, H47 1.089, H48 1.090
25 C -0.1630 -2.1416 -1.8953  N19 1.465, H49 1.094, H50 1.091, H51 1.091
26 C -0.0878 3.1022 -2.0365  C8 1.508, C27 1.532, H52 1.094, H53 1.093
27 C -1.4482 2.3972 -2.0432  N20 1.468, C26 1.532, H54 1.091, H55 1.095
28 C -1.7770 -0.1524 2.2987  C9 1.517, C29 1.548, H56 1.092, H57 1.092
29 C -2.3025 -0.4675 0.8774  C5 1.541, N21 1.481, C28 1.548, H58 1.091
30 H 1.0802 0.3341 2.1604  C6 1.085
31 H 0.6233 1.9159 -4.5495  C7 1.087
32 H 1.0078 -3.6699 3.6418  C10 1.087
33 H 5.1423 -0.2818 -0.1073  C11 1.085
34 H 1.7436 2.3326 0.4222  C12 1.082
35 H 4.6176 -0.4571 -2.5325  C13 1.085
36 H 2.5289 -1.6819 2.9664  N17 1.017
37 H 2.7619 0.4075 -4.4740  N18 1.019
38 H -1.9791 -2.4409 -0.8181  N19 1.007
39 H -2.4920 3.7562 -3.1967  N20 1.021
40 H -2.5184 4.0969 -1.5548  N20 1.020
41 H -4.3363 -1.0413 0.6227  N21 1.010
42 H -1.3909 -2.8820 3.1365  N22 1.021
43 H 3.8971 2.0255 3.4730  C23 1.094
44 H 2.3454 2.1364 2.6256  C23 1.093
45 H 3.7543 3.0468 2.0307  C23 1.095
46 H -5.4731 -3.0601 1.6796  C24 1.089
47 H -5.0725 -3.3645 -0.0290  C24 1.089
48 H -4.5695 -4.5212 1.2215  C24 1.090
49 H 0.2372 -1.2312 -2.3502  C25 1.094
50 H 0.6558 -2.6607 -1.3948  C25 1.091
51 H -0.5673 -2.7814 -2.6812  C25 1.091
52 H -0.0989 3.9140 -2.7701  C26 1.094
53 H 0.0985 3.5468 -1.0550  C26 1.093
54 H -1.6002 1.8921 -1.0885  C27 1.091
55 H -1.4831 1.6427 -2.8355  C27 1.095
56 H -1.4831 0.8991 2.3164  C28 1.092
57 H -2.5824 -0.2670 3.0265  C28 1.092
58 H -2.7279 0.4686 0.5127  C29 1.091

---

(2)
Molecular formula: C34H93N3O22
Method: DFT, ωB97M-V with the def2-TZVPD basis set

Max |F| = 3.8 eV Å⁻¹
Spin multiplicity = 1
Total charge = 0
HOMO = -8.4 eV
E = -3170.26351 Ha
Frontier orbital gap = 8.6 eV
E_LUMO = 0.00906 Eh

Bonds (Å) are listed after each position.
Element x y z (Å)
1 C 1.2194 -2.3165 1.1531  O2 1.348, H10 1.090, H11 1.090, H12 1.090
2 O 1.8189 -1.5904 0.1892  C1 1.348, C3 1.423
3 C 2.3074 -0.3168 0.5946  O2 1.423, C4 1.561, H13 1.090, H14 1.090
4 C 2.4063 0.6128 -0.6561  C3 1.561, N5 1.497, H15 1.090, H16 1.090
5 N 1.2020 0.9083 -1.4948  C4 1.497, C6 1.511, H17 1.010
6 C 0.2184 1.7023 -0.6667  N5 1.511, C7 1.571, H18 1.090, H19 1.090
7 C -1.0760 1.8155 -1.5493  C6 1.571, O8 1.405, H20 1.090, H21 1.090
8 O -1.9603 0.7618 -1.2630  C7 1.405, C9 1.438
9 C -1.6550 -0.4890 -1.9043  O8 1.438, H22 1.090, H23 1.090, H24 1.090
10 H 2.0480 -2.6354 1.7854  C1 1.090
11 H 0.9425 -3.1915 0.5651  C1 1.090
12 H 0.4089 -1.8281 1.6940  C1 1.090
13 H 3.3366 -0.4805 0.9139  C3 1.090
14 H 1.6390 0.0509 1.3731  C3 1.090
15 H 3.2660 0.2637 -1.2280  C4 1.090
16 H 2.8880 1.5568 -0.4013  C4 1.090
17 H 0.8644 0.0444 -1.8945  N5 1.010
18 H 0.7143 2.6427 -0.4263  C6 1.090
19 H -0.0298 1.2749 0.3048  C6 1.090
20 H -0.9536 1.8690 -2.6311  C7 1.090
21 H -1.6256 2.7478 -1.4189  C7 1.090
22 H -2.5249 -1.1220 -1.7292  C9 1.090
23 H -0.7767 -1.0706 -1.6242  C9 1.090
24 H -1.4178 -0.3766 -2.9622  C9 1.090
25 C -3.3225 2.4379 -9.0387  O26 1.414, H34 1.090, H35 1.090, H36 1.090
26 O -4.1657 2.6001 -7.9151  C25 1.414, C27 1.431
27 C -4.3991 1.4184 -7.1422  O26 1.431, C28 1.553, H37 1.090, H38 1.090
28 C -4.7486 1.7805 -5.6727  C27 1.553, N29 1.426, H39 1.090, H40 1.090
29 N -4.7733 0.7366 -4.7021  C28 1.426, C30 1.479, H41 1.010
30 C -4.7441 1.2644 -3.3206  N29 1.479, C31 1.528, H42 1.090, H43 1.090
31 C -5.4038 0.2834 -2.3525  C30 1.528, O32 1.479, H44 1.090, H45 1.090
32 O -6.8109 0.4798 -2.7648  C31 1.479, C33 1.385
33 C -7.6824 -0.5216 -2.3687  O32 1.385, H46 1.090, H47 1.090, H48 1.090
34 H -3.4680 3.1649 -9.8378  C25 1.090
35 H -3.6728 1.5132 -9.4974  C25 1.090
36 H -2.2866 2.2551 -8.7529  C25 1.090
37 H -3.4429 0.9115 -7.0123  C27 1.090
38 H -5.2206 0.8174 -7.5319  C27 1.090
39 H -5.6118 2.4440 -5.7240  C28 1.090
40 H -3.9376 2.3918 -5.2768  C28 1.090
41 H -4.0429 0.0455 -4.7971  N29 1.010
42 H -5.2953 2.2046 -3.3350  C30 1.090
43 H -3.7066 1.3590 -3.0002  C30 1.090
44 H -5.3453 0.3667 -1.2673  C31 1.090
45 H -5.2056 -0.7703 -2.5488  C31 1.090
46 H -8.0688 -0.3572 -1.3628  C33 1.090
47 H -7.2013 -1.4976 -2.3050  C33 1.090
48 H -8.5398 -0.6265 -3.0335  C33 1.090
49 C 2.9418 1.5122 7.3219  O50 1.418, H58 1.090, H59 1.090, H60 1.090
50 O 1.8166 1.0679 6.5825  C49 1.418, C51 1.384
51 C 2.2186 0.7149 5.3063  O50 1.384, C52 1.531, H61 1.090, H62 1.090
52 C 3.1741 -0.4815 5.2910  C51 1.531, N53 1.469, H63 1.090, H64 1.090
53 N 3.5318 -0.8841 3.9239  C52 1.469, C54 1.452, H65 1.010
54 C 4.8014 -1.5890 3.9236  N53 1.452, C55 1.552, H66 1.090, H67 1.090
55 C 4.8017 -3.1220 4.1667  C54 1.552, O56 1.439, H68 1.090, H69 1.090
56 O 3.7076 -3.6519 3.3967  C55 1.439, C57 1.410
57 C 3.5647 -5.0478 3.2612  O56 1.410, H70 1.090, H71 1.090, H72 1.090
58 H 2.8912 1.4923 8.4105  C49 1.090
59 H 3.2927 2.5160 7.0825  C49 1.090
60 H 3.8383 0.8923 7.3082  C49 1.090
61 H 2.6450 1.5494 4.7496  C51 1.090
62 H 1.3118 0.5459 4.7255  C51 1.090
63 H 2.7761 -1.3381 5.8348  C52 1.090
64 H 4.1419 -0.1101 5.6280  C52 1.090
65 H 2.9554 -1.6668 3.6497  N53 1.010
66 H 5.6478 -1.0028 4.2815  C54 1.090
67 H 5.0561 -1.5327 2.8653  C54 1.090
68 H 4.8839 -3.5126 5.1810  C55 1.090
69 H 5.6690 -3.5862 3.6972  C55 1.090
70 H 2.8466 -5.0314 2.4413  C57 1.090
71 H 3.1512 -5.4023 4.2054  C57 1.090
72 H 4.4896 -5.5659 3.0079  C57 1.090
73 O -4.8917 -4.1199 -1.4758  C74 1.447, H77 0.960
74 C -4.2859 -3.7592 -0.2121  O73 1.447, C75 1.532, H78 1.090, H79 1.090
75 C -2.9714 -4.3773 0.2759  C74 1.532, O76 1.458, H80 1.090, H81 1.090
76 O -1.8435 -4.2152 -0.6331  C75 1.458, H82 0.960
77 H -4.8880 -5.0788 -1.4314  O73 0.960
78 H -4.2874 -2.6695 -0.2342  C74 1.090
79 H -5.0356 -4.0132 0.5373  C74 1.090
80 H -3.2391 -5.4121 0.4896  C75 1.090
81 H -2.5349 -4.0373 1.2151  C75 1.090
82 H -1.7506 -3.2597 -0.6306  O76 0.960
83 O 0.4440 -4.8893 -4.9810  C84 1.461, H87 0.960
84 C 0.7722 -4.3517 -3.6628  O83 1.461, C85 1.449, H88 1.090, H89 1.090
85 C 0.2516 -3.0744 -3.2181  C84 1.449, O86 1.444, H90 1.090, H91 1.090
86 O -1.1815 -2.9706 -3.3582  C85 1.444, H92 0.960
87 H -0.2963 -4.3679 -5.2998  O83 0.960
88 H 0.3789 -5.1924 -3.0913  C84 1.090
89 H 1.8536 -4.3609 -3.5265  C84 1.090
90 H 0.7686 -2.2390 -3.6904  C85 1.090
91 H 0.4581 -2.8283 -2.1765  C85 1.090
92 H -1.6036 -3.8149 -3.1832  O86 0.960
93 O 5.8906 -3.9099 -1.2394  C94 1.396, H97 0.960
94 C 4.8086 -3.7681 -0.3682  O93 1.396, C95 1.460, H98 1.090, H99 1.090
95 C 5.1988 -2.9765 0.7944  C94 1.460, O96 1.417, H100 1.090, H101 1.090
96 O 5.9951 -1.8894 0.3570  C95 1.417, H102 0.960
97 H 5.8632 -3.0864 -1.7321  O93 0.960
98 H 4.0857 -3.2669 -1.0118  C94 1.090
99 H 4.4178 -4.7515 -0.1066  C94 1.090
100 H 5.7868 -3.6097 1.4588  C95 1.090
101 H 4.2405 -2.6880 1.2261  C95 1.090
102 H 6.1621 -1.3772 1.1516  O96 0.960
103 O 5.0988 6.1506 -2.4874  C104 1.374, H107 0.960
104 C 4.8930 5.3245 -1.4092  O103 1.374, C105 1.523, H108 1.090, H109 1.090
105 C 3.6742 4.4420 -1.6432  C104 1.523, O106 1.402, H110 1.090, H111 1.090
106 O 2.4902 5.1917 -1.6842  C105 1.402, H112 0.960
107 H 4.2843 6.6403 -2.6230  O103 0.960
108 H 5.7740 4.7429 -1.1378  C104 1.090
109 H 4.6384 5.8726 -0.5021  C104 1.090
110 H 3.7035 3.7470 -0.8041  C105 1.090
111 H 3.6438 3.9603 -2.6205  C105 1.090
112 H 1.7110 4.6371 -1.7675  O106 0.960
113 O 0.3406 -2.0844 6.5936  C114 1.415, H117 0.960
114 C -0.1478 -2.3205 5.2867  O113 1.415, C115 1.462, H118 1.090, H119 1.090
115 C 0.3820 -3.5571 4.7152  C114 1.462, O116 1.427, H120 1.090, H121 1.090
116 O -0.1265 -4.7107 5.3835  C115 1.427, H122 0.960
117 H -0.1782 -2.7554 7.0432  O113 0.960
118 H -1.2299 -2.4449 5.3283  C114 1.090
119 H -0.0720 -1.4948 4.5792  C114 1.090
120 H 1.4598 -3.6368 4.5737  C115 1.090
121 H 0.0006 -3.6657 3.6999  C115 1.090
122 H 0.1945 -4.6963 6.2881  O116 0.960
123 O -4.9884 6.3450 -3.5598  C124 1.403, H127 0.960
124 C -4.0245 5.3416 -3.7436  O123 1.403, C125 1.513, H128 1.090, H129 1.090
125 C -2.8505 5.4448 -2.7941  C124 1.513, O126 1.473, H130 1.090, H131 1.090
126 O -2.4825 6.8241 -2.4318  C125 1.473, H132 0.960
127 H -4.7423 7.0708 -4.1380  O123 0.960
128 H -4.4405 4.3402 -3.6330  C124 1.090
129 H -3.6495 5.5012 -4.7546  C124 1.090
130 H -1.9842 4.8718 -3.1248  C125 1.090
131 H -3.1227 5.1018 -1.7959  C125 1.090
132 H -3.2264 7.1630 -1.9285  O126 0.960
133 O -3.7637 1.0182 4.0268  C134 1.413, H137 0.960
134 C -4.0260 0.9122 2.6427  O133 1.413, C135 1.495, H138 1.090, H139 1.090
135 C -2.8524 0.2042 2.0456  C134 1.495, O136 1.473, H140 1.090, H141 1.090
136 O -2.9421 -1.2018 2.4753  C135 1.473, H142 0.960
137 H -4.4081 1.6990 4.2336  O133 0.960
138 H -4.9922 0.4385 2.4687  C134 1.090
139 H -4.1718 1.8938 2.1919  C134 1.090
140 H -1.8827 0.6430 2.2805  C135 1.090
141 H -2.8886 0.1672 0.9569  C135 1.090
142 H -2.8380 -1.2919 3.4253  O136 0.960
143 O 2.4116 4.7114 1.7593  C144 1.409, H147 0.960
144 C 2.5715 3.4503 2.3667  O143 1.409, C145 1.455, H148 1.090, H149 1.090
145 C 3.9325 2.9484 2.2608  C144 1.455, O146 1.439, H150 1.090, H151 1.090
146 O 4.7719 3.7458 3.1157  C145 1.439, H152 0.960
147 H 2.0559 5.3573 2.3740  O143 0.960
148 H 2.2242 3.4842 3.3994  C144 1.090
149 H 1.9785 2.8260 1.6984  C144 1.090
150 H 4.1622 3.1234 1.2098  C145 1.090
151 H 4.0725 1.8782 2.4131  C145 1.090
152 H 4.6756 4.7008 3.0986  O146 0.960

---

(3)
Molecular formula: C4H11NO3
Method: DFT, ωB97M-V with the def2-TZVPD basis set

Max |F| = 4.5 eV Å⁻¹
Spin multiplicity = 1
Total charge = -2
HOMO = 0.6 eV
E = -439.30783 Ha
Frontier orbital gap = 6.2 eV
E_LUMO = 0.25058 Eh

Bonds (Å) are listed after each position.
Element x y z (Å)
1 C 1.2100 0.2036 0.2045  C2 1.569, N5 1.519, H8 1.109, H9 1.097
2 C 0.8968 -1.3261 0.0547  C1 1.569, C3 1.590, H10 1.132, H11 1.113
3 C -0.4396 -1.8593 0.7302  C2 1.590, O4 1.298, H12 1.202, H13 1.088
4 O -0.3846 -3.0965 1.1187  C3 1.298
5 N 0.0133 1.1094 -0.0286  C1 1.519, C6 1.486, H14 0.996
6 C 0.4150 2.4781 -0.4466  N5 1.486, O7 1.330, H15 1.152, H16 1.164
7 O 0.5770 3.2809 0.6017  C6 1.330
8 H 1.8064 0.4031 -0.7085  C1 1.109
9 H 1.7919 0.4930 1.0886  C1 1.097
10 H 0.8012 -1.4059 -1.0707  C2 1.132
11 H 1.7665 -1.8529 0.5063  C2 1.113
12 H -0.3582 -1.1872 1.7239  C3 1.202
13 H -1.4318 -1.5821 0.3808  C3 1.088
14 H -0.7213 0.9922 0.6343  N5 0.996
15 H -0.4780 2.9648 -0.9879  C6 1.152
16 H 1.3855 2.4251 -1.0876  C6 1.164
17 H -1.9148 -1.6345 -1.4242  O19 1.024
18 H -1.0864 -0.3049 -1.3069  O19 1.085
19 O -1.9608 -0.6912 -1.8211  H17 1.024, H18 1.085